Computed, not measured: C31H47BrGaN5O6PS2 as an isolated structure, with ωB97M-V with the def2-TZVPD basis set.

The lowest unoccupied orbital energy is -0.125 hartree. Its electronic energy is -7571.1289 Ha. The value obtained for the energy above the lowest of the compared OMol25 structures with the same formula, charge and spin is 25.1 kcal per mole. The value obtained for the max |F| is 0.0139 hartree/bohr. The net charge is +1. Its spin multiplicity is 1.

Each line ends with the Mulliken charge.
Atoms and positions in Å:
Ga (1.015, -0.562, -0.631)  0.542
C (1.039, 4.629, 4.697)  -2.120
C (0.101, 4.948, 3.533)  1.880
C (0.587, 6.237, 2.856)  -1.580
C (-1.313, 5.164, 4.092)  -1.592
C (0.065, 3.820, 2.505)  -0.061
C (0.803, 2.656, 2.638)  -0.320
C (0.678, 1.678, 1.670)  -0.068
Br (1.682, 0.055, 1.926)  -0.078
C (-0.145, 1.761, 0.541)  0.949
O (-0.259, 0.748, -0.316)  0.246
C (-0.862, 2.969, 0.377)  -1.096
C (-0.741, 3.930, 1.374)  -0.715
C (-1.794, 3.305, -0.801)  2.313
C (-1.394, 4.673, -1.380)  -1.729
C (-3.236, 3.376, -0.276)  -1.760
C (-1.775, 2.324, -1.981)  -1.636
H (1.031, 5.456, 5.407)  0.432
H (2.069, 4.494, 4.363)  0.386
H (0.725, 3.733, 5.235)  0.402
H (0.608, 7.054, 3.578)  0.461
H (-0.067, 6.536, 2.037)  0.310
H (1.596, 6.110, 2.457)  0.345
H (-1.301, 5.955, 4.843)  0.469
H (-1.690, 4.253, 4.560)  0.353
H (-2.015, 5.458, 3.312)  0.318
H (1.451, 2.490, 3.486)  0.635
H (-1.320, 4.837, 1.264)  0.349
H (-1.455, 5.474, -0.645)  0.350
H (-2.058, 4.934, -2.204)  0.495
H (-0.371, 4.646, -1.763)  0.299
H (-3.347, 4.142, 0.491)  0.325
H (-3.540, 2.421, 0.155)  0.360
H (-3.922, 3.616, -1.091)  0.479
H (-0.764, 2.234, -2.391)  0.047
H (-2.419, 2.723, -2.767)  0.638
H (-2.156, 1.343, -1.701)  0.123
O (-4.946, -7.521, -1.707)  -0.669
S (-5.699, -6.627, -0.848)  1.183
O (-5.841, -5.275, -1.350)  -0.662
O (-6.864, -7.185, -0.211)  -0.653
C (-4.488, -6.427, 0.509)  -0.003
N (-4.443, -7.304, 1.512)  -0.457
C (-3.493, -7.136, 2.417)  -0.380
C (-2.549, -6.111, 2.349)  -0.664
C (-2.687, -5.264, 1.260)  0.434
N (-3.649, -5.419, 0.361)  -0.290
C (-1.790, -4.140, 0.930)  1.227
C (-0.487, -4.003, 1.414)  -1.583
C (0.302, -2.990, 0.924)  -0.204
N (-0.138, -2.101, 0.018)  0.216
C (-1.417, -2.180, -0.387)  -0.449
C (-2.255, -3.186, 0.021)  -1.053
H (-3.472, -7.852, 3.233)  0.426
H (-1.794, -5.993, 3.113)  0.458
H (-0.074, -4.704, 2.125)  0.379
H (1.334, -2.881, 1.242)  0.627
H (-1.747, -1.430, -1.093)  0.490
H (-3.263, -3.279, -0.364)  0.707
C (4.685, 1.128, -2.566)  -1.178
P (3.599, 1.693, -1.254)  1.169
C (4.526, 1.650, 0.280)  -1.044
C (3.163, 3.400, -1.581)  -1.007
O (2.330, 0.862, -1.188)  -0.392
H (5.582, 1.746, -2.602)  0.479
H (4.170, 1.196, -3.524)  0.295
H (4.972, 0.092, -2.390)  0.337
H (5.422, 2.266, 0.199)  0.465
H (4.814, 0.624, 0.509)  0.321
H (3.899, 2.029, 1.087)  0.243
H (4.051, 4.031, -1.617)  0.507
H (2.499, 3.750, -0.788)  0.183
H (2.637, 3.468, -2.533)  0.313
C (0.911, 0.602, -4.539)  -1.223
C (0.763, -0.723, -3.830)  -0.097
O (0.188, -0.547, -2.508)  -0.246
H (1.399, 0.455, -5.502)  0.424
H (1.512, 1.289, -3.941)  0.062
H (-0.061, 1.059, -4.728)  0.446
H (1.727, -1.205, -3.667)  0.296
H (0.110, -1.402, -4.381)  0.397
H (-0.425, 0.210, -2.496)  -0.029
S (2.846, -2.031, -1.116)  -0.467
C (2.228, -3.636, -1.013)  0.066
N (2.871, -4.643, -0.439)  -0.059
C (2.101, -5.891, -0.479)  -0.459
C (0.865, -5.493, -1.313)  -0.360
N (1.068, -4.052, -1.499)  0.154
H (3.743, -4.519, 0.046)  0.227
H (1.831, -6.195, 0.532)  0.319
H (2.679, -6.687, -0.945)  0.321
H (-0.070, -5.684, -0.790)  0.100
H (0.840, -5.995, -2.280)  0.441
H (0.473, -3.464, -2.058)  0.164



Computed, not measured: a 2-piece molecular cluster, C2H4N2O overall at a distorted geometry, with ωB97M-V with the def2-TZVPD basis set.

The lowest unoccupied orbital energy (alpha / beta) is -0.081 / -0.149 hartree. Its electronic energy is -263.0878 Ha. The value obtained for the energy above the lowest of the compared OMol25 structures with the same formula, charge and spin is 172.8 kcal per mole. The value obtained for the max |F| is 0.0845 hartree/bohr. The net charge is 0. Its spin multiplicity is 1.

Each line ends with the Mulliken charge.
Atoms and positions in Å:
C (2.780, 0.818, -0.119)  -0.182
C (-1.590, -0.274, 0.017)  -0.397
N (2.945, 1.760, 0.553)  -0.337
N (0.500, -0.873, -0.167)  -0.208
O (-0.399, -0.049, -0.675)  0.031
H (-1.616, -1.274, 0.451)  0.287
H (-2.469, -0.236, -0.732)  0.226
H (-1.674, 0.579, 0.913)  0.248
H (1.525, -0.450, -0.242)  0.332



Computed, not measured: C24H34AsIrN2O5S3 as an isolated structure, with ωB97M-V with the def2-TZVPD basis set.

The lowest unoccupied orbital energy is 0.008 hartree. Its electronic energy is -4955.3453 Ha. The value obtained for the energy above the lowest of the compared OMol25 structures with the same formula, charge and spin is 0.0 kcal per mole. The value obtained for the max |F| is 0.0085 hartree/bohr. The net charge is 0. Its spin multiplicity is 1.

Each line ends with the Mulliken charge.
Atoms and positions in Å:
Ir (-0.627, -1.037, 0.702)  4.334
O (-4.178, -0.680, 2.540)  -0.683
C (-3.151, -1.008, 2.002)  0.585
O (-2.333, -0.177, 1.403)  -0.940
C (-2.713, -2.506, 1.952)  0.356
O (-3.345, -3.377, 2.492)  -0.672
O (-1.620, -2.722, 1.253)  -1.285
C (0.714, -3.517, -0.414)  -0.938
N (1.104, -2.242, 0.222)  -0.252
C (2.101, -1.581, -0.639)  -0.968
C (1.705, -2.567, 1.543)  -0.961
C (1.678, -1.359, 2.448)  -0.205
N (0.283, -0.961, 2.725)  -0.162
C (0.266, 0.385, 3.331)  -0.855
C (-0.329, -1.887, 3.698)  -1.422
H (1.580, -4.184, -0.468)  0.446
H (0.367, -3.322, -1.425)  0.131
H (-0.083, -3.980, 0.163)  0.228
H (2.956, -2.249, -0.790)  0.490
H (2.420, -0.647, -0.189)  0.200
H (1.640, -1.351, -1.596)  0.343
H (2.731, -2.924, 1.405)  0.535
H (1.122, -3.382, 1.970)  0.413
H (2.159, -0.517, 1.956)  -0.435
H (2.211, -1.560, 3.384)  0.661
H (0.849, 0.377, 4.258)  0.404
H (-0.765, 0.655, 3.553)  0.336
H (0.683, 1.099, 2.632)  0.146
H (0.262, -1.880, 4.620)  0.415
H (-0.392, -2.897, 3.307)  0.389
H (-1.337, -1.553, 3.934)  0.416
C (-3.184, 0.078, -1.578)  -1.095
As (-1.846, -1.295, -1.337)  0.955
C (-2.970, -2.871, -1.385)  -1.410
C (-0.973, -1.491, -3.055)  -1.017
H (-3.698, -0.072, -2.527)  0.476
H (-2.728, 1.063, -1.545)  0.161
H (-3.888, 0.000, -0.751)  0.331
H (-3.510, -2.859, -2.331)  0.502
H (-3.675, -2.858, -0.557)  0.433
H (-2.371, -3.776, -1.312)  0.374
H (-1.717, -1.350, -3.839)  0.461
H (-0.569, -2.499, -3.141)  0.489
H (-0.169, -0.773, -3.181)  -0.021
O (0.573, 0.661, 0.402)  -1.868
C (0.626, 1.811, -0.394)  2.675
C (1.947, 2.502, -0.023)  -0.340
C (2.492, 3.649, -0.514)  -0.429
C (3.753, 3.962, 0.063)  -0.749
C (4.146, 3.041, 0.983)  -0.729
S (2.982, 1.798, 1.150)  0.220
C (-0.485, 2.826, -0.116)  -0.155
C (-0.777, 3.979, -0.798)  -0.551
C (-1.767, 4.769, -0.164)  -1.171
C (-2.192, 4.212, 1.004)  -0.537
S (-1.406, 2.736, 1.322)  0.079
C (0.727, 1.523, -1.902)  -0.218
C (1.828, 1.034, -2.548)  -0.788
C (1.675, 0.949, -3.957)  -1.001
C (0.454, 1.391, -4.367)  -0.600
S (-0.506, 1.893, -3.048)  0.050
H (2.015, 4.256, -1.269)  0.425
H (4.335, 4.835, -0.196)  0.438
H (5.046, 3.031, 1.575)  0.461
H (-0.297, 4.267, -1.721)  0.538
H (-2.144, 5.701, -0.560)  0.430
H (-2.947, 4.578, 1.681)  0.474
H (2.745, 0.794, -2.028)  0.729
H (2.445, 0.602, -4.631)  0.422
H (0.071, 1.452, -5.373)  0.506



Computed, not measured: one molecule with the formula C7H18O2Si2 at a distorted geometry, with ωB97M-V with the def2-TZVPD basis set.

The lowest unoccupied orbital energy is 0.026 hartree. Its electronic energy is -1006.8968 Ha. The value obtained for the energy above the lowest of the compared OMol25 structures with the same formula, charge and spin is 63.6 kcal per mole. The value obtained for the max |F| is 0.0817 hartree/bohr. The net charge is 0. Its spin multiplicity is 1.

Each line ends with the Mulliken charge.
Atoms and positions in Å:
C (-1.939, 0.824, 3.266)  -0.767
O (-1.916, 1.382, 1.957)  -0.411
C (-1.166, 0.620, 0.990)  -0.025
C (0.307, 1.100, 1.058)  -0.458
C (1.212, -0.013, 0.455)  -0.807
Si (0.787, -0.467, -1.340)  0.413
C (1.152, 0.933, -2.667)  -1.133
O (2.214, -1.409, -1.797)  -0.435
C (2.731, -2.452, -1.001)  -0.633
Si (-1.806, -0.847, -1.278)  0.426
C (-1.987, 0.784, -0.309)  -0.781
H (-1.584, -0.186, 3.307)  0.336
H (-3.021, 0.728, 3.664)  0.252
H (-1.259, 1.374, 3.976)  0.259
H (-1.128, -0.349, 1.361)  0.360
H (0.709, 1.344, 2.052)  0.320
H (0.679, 2.020, 0.502)  0.224
H (2.298, 0.440, 0.303)  0.297
H (1.382, -0.914, 1.021)  0.495
H (0.175, 1.195, -3.093)  0.328
H (1.493, 1.978, -2.324)  0.300
H (1.706, 0.580, -3.461)  0.393
H (3.214, -3.084, -1.690)  0.268
H (1.851, -2.946, -0.375)  0.250
H (3.531, -2.121, -0.282)  0.213
H (-2.182, -2.266, -0.868)  -0.144
H (-2.564, -0.847, -2.565)  -0.201
H (-3.136, 0.817, -0.084)  0.327
H (-1.753, 1.782, -0.776)  0.333



Computed, not measured: one molecule with the formula C5H6O at a distorted geometry, with ωB97M-V with the def2-TZVPD basis set.

The lowest unoccupied orbital energy (alpha / beta) is -0.070 / -0.021 hartree. Its electronic energy is -269.1284 Ha. The value obtained for the energy above the lowest of the compared OMol25 structures with the same formula, charge and spin is 136.7 kcal per mole. The value obtained for the max |F| is 0.0575 hartree/bohr. The net charge is 0. Its spin multiplicity is 1.

Each line ends with the Mulliken charge.
Atoms and positions in Å:
C (1.396, -1.014, -0.716)  -1.161
C (0.148, -0.546, -0.056)  -0.267
C (-0.802, 0.567, -0.584)  1.073
O (-0.657, 0.252, -1.757)  -0.444
C (-1.709, 1.348, 0.192)  -0.593
C (-1.248, 1.349, 1.443)  -0.370
H (1.967, -1.622, -0.004)  0.359
H (2.013, -0.204, -1.108)  0.305
H (1.136, -1.689, -1.543)  0.290
H (-0.319, 0.756, 1.699)  0.239
H (-0.434, -1.363, 0.387)  0.297
H (-1.695, 1.900, 2.273)  0.272



Computed, not measured: one molecule with the formula C17H31F3O, with ωB97M-V with the def2-TZVPD basis set.

The lowest unoccupied orbital energy is 0.020 hartree. Its electronic energy is -1041.2165 Ha. The value obtained for the energy above the lowest of the compared OMol25 structures with the same formula, charge and spin is 1.7 kcal per mole. The value obtained for the max |F| is 0.0112 hartree/bohr. The net charge is 0. Its spin multiplicity is 1.

Each line ends with the Mulliken charge.
Atoms and positions in Å:
C (0.866, 2.813, 2.635)  -1.300
C (-0.065, 1.615, 2.493)  0.250
C (-1.380, 2.005, 1.822)  -0.336
C (-2.396, 0.863, 1.765)  -1.086
C (-2.029, -0.235, 0.768)  0.810
C (-3.030, -1.389, 0.827)  -0.920
C (-2.802, -2.501, -0.205)  -0.565
C (-1.899, -3.649, 0.261)  -1.078
C (-0.399, -3.349, 0.281)  -0.177
C (0.198, -3.243, -1.120)  -0.433
C (1.681, -2.868, -1.123)  -1.187
C (1.988, -1.448, -0.641)  -0.552
C (1.341, -0.371, -1.509)  -0.107
C (1.810, 1.025, -1.109)  -0.453
C (1.106, 2.100, -1.962)  -0.575
C (1.520, 3.451, -1.482)  0.028
O (1.038, 4.065, -0.575)  -0.533
C (2.731, 4.044, -2.266)  0.878
F (3.788, 3.215, -2.249)  -0.252
F (2.410, 4.228, -3.558)  -0.281
F (3.135, 5.215, -1.782)  -0.252
H (0.427, 3.558, 3.294)  0.443
H (1.040, 3.283, 1.669)  0.094
H (1.825, 2.510, 3.052)  0.381
H (0.434, 0.837, 1.912)  -0.327
H (-0.274, 1.200, 3.482)  0.428
H (-1.177, 2.370, 0.812)  0.026
H (-1.818, 2.833, 2.383)  0.458
H (-2.491, 0.424, 2.761)  0.367
H (-3.373, 1.270, 1.493)  0.384
H (-1.027, -0.599, 0.987)  -0.403
H (-2.022, 0.185, -0.242)  0.150
H (-4.027, -0.970, 0.669)  0.424
H (-3.019, -1.822, 1.830)  0.354
H (-3.774, -2.939, -0.446)  0.316
H (-2.412, -2.068, -1.128)  0.290
H (-2.065, -4.506, -0.397)  0.395
H (-2.213, -3.946, 1.265)  0.379
H (-0.219, -2.432, 0.839)  0.013
H (0.109, -4.158, 0.814)  0.347
H (-0.359, -2.514, -1.709)  0.209
H (0.088, -4.210, -1.617)  0.376
H (2.225, -3.574, -0.491)  0.385
H (2.065, -2.977, -2.141)  0.387
H (1.661, -1.327, 0.393)  0.168
H (3.072, -1.310, -0.655)  0.516
H (1.593, -0.553, -2.556)  0.454
H (0.257, -0.420, -1.408)  -0.156
H (1.580, 1.204, -0.058)  0.018
H (2.891, 1.100, -1.238)  0.445
H (0.028, 1.999, -1.828)  0.394
H (1.363, 1.963, -3.013)  0.405